1.
The following is a quantum chemistry calculation of an isolated molecule of C5H7NO2 at a distorted geometry, from the OMol25 dataset.

## Properties
Strongest force on any atom   0.0358 Eh/bohr
Kohn-Sham gap   8.75 eV
E   -10881.0066 eV
ΔE to the lowest compared entry with this formula, charge and spin   60.20 kcal/mol

```
! wB97M-V def2-TZVPD RIJCOSX def2/J DEFGRID3
* xyz 0 1
O -0.29 -0.57 1.93
O 1.84 0.77 1.37
N -0.36 -2.27 0.45
C -0.48 1.14 -0.45
C -0.15 -0.98 0.77
C 0.37 -0.09 -0.31
C -0.78 1.70 -1.60
C 1.73 0.50 0.15
H -1.40 2.58 -1.66
H -0.61 -2.92 1.17
H 0.49 -0.59 -1.27
H -0.18 -2.62 -0.48
H -0.83 1.56 0.49
H 1.07 0.50 1.96
H -0.43 1.30 -2.54
*
```

***

2.
The following is a quantum chemistry calculation of a structure of composition C16H43CdN3O8Zn at a distorted geometry, from the OMol25 dataset.

## Properties
Strongest force on any atom   0.0326 Eh/bohr
Kohn-Sham gap   6.65 eV
E   -91107.6332 eV

```
! wB97M-V def2-TZVPD RIJCOSX def2/J DEFGRID3
* xyz 2 1
Cd -2.07 2.01 -0.86
Zn -1.94 -0.91 -1.84
O 2.60 1.27 0.15
O 0.24 -4.89 -1.47
O -4.55 -2.28 3.73
O -0.77 3.47 0.18
O -0.96 0.29 -0.60
O -3.14 0.64 -2.08
O 3.91 1.21 -1.56
O 4.81 1.56 0.49
N -0.88 -2.60 -1.85
N -4.04 0.33 2.53
N -0.73 2.59 -2.57
C 1.53 3.66 -2.82
C -0.10 -2.63 0.51
C 5.21 1.22 -2.16
C 3.88 1.38 -0.24
C 0.36 -2.62 -0.95
C -3.45 -1.48 4.04
C 5.11 0.63 -3.56
C 2.35 1.63 1.51
C 1.17 -3.83 -1.33
C 0.83 -6.16 -1.70
C -1.67 -0.04 3.00
C -1.07 4.33 1.31
C -3.02 -0.73 2.81
C -5.05 -2.98 4.87
C 0.50 3.09 -1.86
C 0.16 4.06 -0.74
H -1.11 -3.62 -1.85
H 0.90 -1.69 -1.09
H 2.48 3.86 -2.33
H -5.76 -3.72 4.52
H 1.97 -4.06 -0.62
H -0.12 -3.62 0.96
H -0.35 1.76 -3.03
H 5.83 1.11 -4.22
H -3.43 0.95 -2.95
H -1.80 5.09 1.00
H 1.47 -6.45 -0.86
H 4.14 0.88 -3.99
H 5.63 2.22 -2.22
H -2.63 -2.07 4.47
H 1.72 2.96 -3.64
H -1.40 0.50 2.09
H -4.23 0.84 3.39
H -4.24 -3.46 5.43
H 1.66 -3.65 -2.30
H -1.11 -2.22 0.61
H 2.91 2.53 1.76
H -1.50 3.74 2.11
H -5.59 -2.29 5.53
H -0.87 -0.76 3.20
H 1.21 4.61 -3.26
H 1.43 -6.21 -2.61
H 0.53 -1.96 1.09
H -0.53 -2.59 -2.83
H -3.56 0.99 1.92
H -1.71 0.64 3.85
H -0.97 3.13 -3.40
H -3.03 -1.37 1.92
H 5.23 -0.45 -3.58
H 0.98 2.23 -1.37
H -3.71 -0.72 4.81
H -0.17 4.85 1.62
H 5.89 0.62 -1.55
H 1.29 1.86 1.61
H 0.02 -6.88 -1.79
H 2.60 0.85 2.22
H 1.07 4.30 -0.19
H -0.12 0.09 -0.18
H -0.25 4.99 -1.15
*
```

***

3.
The following is a quantum chemistry calculation of a cluster of 11 separate species, C66H135N3O38P8 in total at a distorted geometry, from the OMol25 dataset.

## Properties
Strongest force on any atom   0.0629 Eh/bohr
Kohn-Sham gap   8.98 eV
E   -227230.6418 eV
SMILES string   O=[N+]([O-])c1ccccc1.O=[N+]([O-])c1ccccc1.O=[N+]([O-])c1ccccc1.CCOP(=O)(OCC)OCC.CCOP(=O)(OCC)OCC.CCOP(=O)(OCC)OCC.CCOP(=O)(OCC)OCC.CCOP(=O)(OCC)OCC.CCOP(=O)(OCC)OCC.CCOP(=O)(OCC)OCC.CCOP(=O)(OCC)OCC
ΔE to the lowest compared entry with this formula, charge and spin   0.00 kcal/mol

```
! wB97M-V def2-TZVPD RIJCOSX def2/J DEFGRID3
* xyz 0 1
P 22.83 13.14 20.26
P 17.68 21.21 13.09
P 17.57 16.81 23.51
P 16.12 26.23 22.30
P 15.12 14.20 17.63
P 11.38 25.13 17.50
P 26.09 17.84 20.85
P 12.85 17.69 21.66
O 25.15 17.73 19.56
O 21.70 26.25 17.96
O 17.00 19.72 13.19
O 12.57 17.51 20.25
O 22.44 13.74 21.69
O 19.11 20.99 12.46
O 11.14 26.39 16.51
O 16.72 18.44 17.45
O 22.10 11.94 19.84
O 16.53 27.66 22.37
O 16.89 21.90 11.96
O 24.41 12.90 20.30
O 11.82 25.73 18.91
O 14.88 25.83 21.39
O 25.36 21.71 14.80
O 15.71 25.63 23.69
O 17.25 18.15 23.00
O 16.55 16.24 24.57
O 17.40 25.36 21.80
O 23.86 20.06 14.72
O 17.70 21.99 14.32
O 14.31 18.09 21.99
O 16.30 13.63 16.71
O 22.72 14.53 19.37
O 15.33 14.21 19.08
O 20.06 24.83 18.05
O 27.04 19.09 20.61
O 12.55 16.44 22.58
O 12.76 24.50 16.97
O 18.91 16.74 24.37
O 11.98 18.82 22.33
O 25.01 18.48 21.81
O 10.24 24.23 17.41
O 17.11 20.61 17.75
O 13.85 13.32 17.16
O 17.69 15.59 22.47
O 26.78 16.63 21.27
O 14.91 15.63 17.06
N 17.43 19.47 17.43
N 24.57 20.95 14.25
N 21.01 25.36 17.50
C 14.72 26.48 20.08
C 23.79 16.96 23.25
C 19.38 18.03 17.13
C 23.16 20.62 10.87
C 25.28 13.82 20.97
C 20.74 14.07 23.38
C 16.00 15.06 26.52
C 18.38 15.02 16.67
C 14.80 23.07 16.89
C 17.25 23.92 21.76
C 21.96 23.91 13.73
C 23.42 20.40 12.20
C 24.96 22.26 10.77
C 22.03 14.36 18.10
C 14.05 27.85 20.29
C 19.20 20.09 11.30
C 20.14 17.47 24.00
C 20.62 20.20 15.81
C 17.64 16.22 20.03
C 21.28 18.98 15.96
C 13.41 12.25 18.02
C 12.97 26.95 14.99
C 23.94 21.53 10.14
C 16.77 19.04 14.40
C 22.95 24.55 14.47
C 14.98 18.90 21.02
C 16.93 15.71 21.25
C 20.85 17.82 25.39
C 24.36 21.16 12.77
C 19.37 20.39 16.35
C 14.45 20.38 21.03
C 25.62 16.82 18.54
C 17.63 23.75 10.49
C 19.72 18.70 11.65
C 12.70 14.08 23.18
C 12.19 19.23 23.66
C 21.34 24.85 16.20
C 12.16 27.31 16.26
C 17.69 13.63 17.04
C 22.64 25.03 15.76
C 23.76 17.89 22.05
C 14.10 16.56 17.81
C 20.70 17.92 16.66
C 15.74 17.97 14.01
C 18.81 19.29 17.02
C 24.55 16.61 17.47
C 27.42 21.18 19.48
C 13.38 23.33 17.53
C 10.80 26.27 19.70
C 20.67 23.75 14.25
C 26.42 20.32 20.29
C 25.14 22.09 12.15
C 13.24 15.18 22.25
C 12.71 16.69 17.13
C 16.76 15.01 25.23
C 10.52 25.34 20.98
C 21.14 14.30 21.97
C 22.76 13.40 17.07
C 14.09 10.98 17.53
C 11.43 18.42 24.72
C 26.74 13.46 20.65
C 16.86 23.38 11.78
C 20.32 24.17 15.54
C 16.00 25.84 26.10
C 15.22 26.32 24.85
C 17.77 23.39 20.43
H 14.80 28.49 20.75
H 13.42 20.46 20.64
H 15.35 27.39 24.70
H 10.41 18.65 24.52
H 17.70 23.49 22.64
H 15.78 23.58 11.79
H 17.83 14.93 25.50
H 16.92 16.48 19.28
H 15.73 26.63 19.69
H 11.66 13.93 23.00
H 20.76 16.97 23.27
H 16.00 18.94 21.34
H 15.09 21.06 20.48
H 24.53 17.53 16.87
H 15.02 15.42 26.25
H 16.16 23.70 21.84
H 11.11 27.22 20.09
H 20.77 17.02 26.13
H 24.90 15.80 16.76
H 12.32 26.95 14.13
H 23.96 24.72 14.06
H 21.87 18.11 25.16
H 15.00 18.40 13.37
H 12.78 27.35 17.15
H 17.81 24.84 10.47
H 15.33 17.57 14.94
H 12.11 15.80 17.14
H 19.81 14.66 23.47
H 15.15 10.93 17.78
H 14.79 23.17 15.79
H 18.62 23.35 10.66
H 22.33 13.67 16.10
H 27.36 14.27 21.03
H 16.27 19.70 15.20
H 18.14 17.18 20.27
H 22.27 23.68 12.70
H 25.88 15.89 18.99
H 11.73 28.32 16.15
H 18.33 15.50 19.62
H 22.90 19.67 12.78
H 26.88 13.43 19.55
H 18.70 23.88 20.14
H 13.24 13.19 22.97
H 21.87 15.37 17.71
H 14.36 20.82 22.03
H 24.23 17.54 24.06
H 18.83 17.27 17.62
H 15.87 14.08 26.97
H 18.68 15.10 15.60
H 22.70 12.35 17.24
H 25.56 20.15 19.63
H 13.24 19.18 23.92
H 16.41 15.75 27.24
H 23.73 21.73 9.10
H 16.29 17.15 13.55
H 14.31 15.40 22.45
H 22.28 18.83 15.63
H 20.55 13.01 23.59
H 16.20 16.46 21.41
H 27.02 22.16 19.25
H 21.16 15.38 21.72
H 13.62 12.50 19.09
H 20.31 18.68 25.86
H 18.81 21.28 16.19
H 13.15 14.92 21.17
H 14.86 18.51 20.00
H 11.91 20.27 23.79
H 13.43 25.97 15.21
H 14.21 25.74 19.49
H 23.47 17.34 21.15
H 25.01 14.85 20.72
H 13.73 28.31 19.36
H 17.93 22.33 20.62
H 28.39 21.32 19.96
H 12.94 14.42 24.17
H 20.41 13.77 21.36
H 16.46 14.22 24.50
H 19.70 18.39 23.55
H 18.04 12.73 16.53
H 12.33 12.30 17.88
H 21.54 14.50 24.00
H 13.98 16.24 18.85
H 13.46 23.48 18.62
H 15.63 26.37 26.98
H 15.11 22.08 17.17
H 23.35 25.58 16.36
H 26.94 12.52 21.17
H 19.97 23.19 13.65
H 21.22 17.02 16.69
H 17.75 13.54 18.13
H 26.55 17.26 18.19
H 24.48 16.09 23.11
H 21.05 13.90 18.34
H 14.09 10.81 16.47
H 22.36 20.09 10.35
H 17.10 23.59 19.58
H 18.99 18.10 12.17
H 25.03 13.66 22.03
H 13.22 27.78 20.98
H 14.15 26.14 25.01
H 26.02 20.73 21.22
H 12.72 22.48 17.29
H 22.80 16.58 23.48
H 19.84 20.64 10.64
H 11.63 17.36 24.54
H 12.82 17.04 16.11
H 15.74 24.83 26.35
H 10.04 24.39 20.73
H 25.43 23.07 10.25
H 23.82 13.57 17.02
H 9.81 25.95 21.57
H 17.35 23.82 12.67
H 20.63 18.76 12.31
H 9.90 26.43 19.07
H 23.07 18.73 22.14
H 19.25 15.12 17.31
H 25.86 22.74 12.62
H 12.14 17.43 17.73
H 18.16 20.07 10.89
H 16.40 14.75 21.06
H 27.68 20.76 18.52
H 20.08 18.24 10.68
H 17.63 15.80 16.95
H 17.10 23.41 9.57
H 19.38 24.01 16.05
H 23.60 16.38 17.96
H 14.65 17.50 17.85
H 11.75 18.77 25.69
H 17.07 26.04 25.95
H 21.08 21.02 15.19
H 15.57 23.83 17.15
H 17.67 18.56 14.82
H 11.39 25.14 21.59
H 13.49 10.12 17.94
H 13.73 27.70 14.84
*
```

***

- What is the formula in the third record?
  C66H135N3O38P8

***

- Kohn-Sham gap of number 1 (C5H7NO2)?
  8.75 eV